87
Properties=species:S:1:pos:R:3 method="wB97M-V/def2-TZVPD" e_tot_ev=-177911.4141 relative_energy_kcal_mol=0.0 lumo_ev=3.679 charge=-2 homo_energy_ev=0.36 gap_ev=3.320
Ag -0.588 0.119 -0.918
C 1.092 -5.816 -1.835
C 0.201 -5.120 -0.849
C -0.014 -5.609 0.431
C -0.820 -4.907 1.313
C -1.398 -3.744 0.835
Br -2.543 -2.750 2.012
N -1.234 -3.256 -0.365
C -0.421 -3.922 -1.185
H 1.385 -6.802 -1.470
H 1.996 -5.223 -1.982
H 0.591 -5.935 -2.798
H 0.473 -6.524 0.749
H -0.990 -5.236 2.327
H -0.264 -3.475 -2.159
C 2.796 2.766 2.981
P 2.125 1.977 1.444
C 1.565 3.586 0.651
N 2.388 4.595 0.648
C 2.027 5.749 0.018
C 2.926 6.838 -0.022
C 2.573 7.985 -0.676
C 1.313 8.089 -1.308
C 0.430 7.047 -1.272
C 0.779 5.854 -0.599
N -0.116 4.832 -0.528
C 0.225 3.725 0.073
P -1.035 2.350 0.097
C -1.142 2.044 1.912
C -2.659 3.234 -0.237
C -2.941 4.400 0.713
C -3.755 2.175 -0.052
C -2.721 3.690 -1.700
C 3.702 1.601 0.494
C 3.303 1.408 -0.970
C 4.166 0.255 1.066
C 4.842 2.612 0.612
H 3.415 3.642 2.786
H 3.379 2.016 3.520
H 1.957 3.054 3.618
H 3.885 6.722 0.466
H 3.260 8.821 -0.716
H 1.051 9.004 -1.826
H -0.543 7.097 -1.744
H -1.005 2.946 2.512
H -0.392 1.298 2.171
H -2.122 1.619 2.125
H -2.986 4.066 1.752
H -3.917 4.831 0.465
H -2.194 5.187 0.627
H -3.792 1.770 0.961
H -3.635 1.343 -0.742
H -4.724 2.640 -0.259
H -2.021 4.494 -1.904
H -3.737 4.041 -1.913
H -2.522 2.855 -2.373
H 3.001 2.354 -1.432
H 2.482 0.685 -1.040
H 4.160 1.018 -1.529
H 3.374 -0.490 0.996
H 4.487 0.351 2.108
H 5.019 -0.110 0.485
H 4.553 3.606 0.278
H 5.673 2.264 -0.012
H 5.214 2.688 1.637
C 1.585 -2.370 2.167
C 2.227 -2.701 0.850
C 3.187 -3.682 0.763
C 3.840 -4.004 -0.437
C 3.445 -3.299 -1.580
C 2.465 -2.326 -1.569
C 2.063 -1.653 -2.850
C 1.826 -1.887 -0.313
N 1.041 -0.867 -0.180
H 2.132 -1.587 2.714
H 1.524 -3.251 2.816
H 0.588 -1.960 1.990
H 3.449 -4.229 1.671
H 4.598 -4.779 -0.481
H 3.909 -3.546 -2.537
H 2.259 -2.300 -3.712
H 2.588 -0.704 -3.019
H 0.999 -1.399 -2.828
Cl -2.138 -2.251 -3.801
Si -2.439 -0.648 -2.401
Cl -4.294 -1.326 -1.515
Cl -3.335 0.753 -3.838

33
Properties=species:S:1:pos:R:3 method="wB97M-V/def2-TZVPD" e_tot_ev=-30440.3010 relative_energy_kcal_mol=17.5 lumo_ev=-0.403 smiles="C[Si](C)(C)C(=S)C1CC1.C=CC=C" charge=0 homo_energy_ev=-8.41 gap_ev=8.004
C -1.191 1.051 -1.700
Si -1.728 0.360 0.087
C -1.904 1.870 1.228
C -3.246 -0.650 -0.507
C -0.516 -0.959 0.743
S -0.592 -1.553 2.282
C 0.309 -1.443 -0.350
C 1.348 -2.559 -0.261
C 0.105 -2.771 -1.015
H -0.890 0.043 -2.027
H -1.842 1.256 -2.574
H -0.357 1.713 -1.725
H -2.403 1.575 2.141
H -1.024 2.480 1.330
H -2.428 2.620 0.628
H -3.023 -1.602 -1.129
H -3.956 -0.773 0.328
H -3.817 0.043 -1.100
H 0.593 -0.696 -1.087
H 1.273 -2.932 0.790
H 2.415 -2.689 -0.600
H -0.048 -2.578 -2.017
H -0.623 -3.375 -0.465
C 2.519 -0.016 1.687
C 2.227 1.114 0.987
C 3.124 1.834 0.009
C 4.033 1.227 -0.739
H 3.453 -0.527 1.498
H 1.645 -0.378 2.256
H 1.238 1.519 1.107
H 2.949 2.957 -0.013
H 4.836 1.724 -1.238
H 4.358 0.197 -0.632

12
Properties=species:S:1:pos:R:3 method="wB97M-V/def2-TZVPD" e_tot_ev=-7199.0430 relative_energy_kcal_mol=128.1 lumo_ev=-13.697 charge=+2 homo_energy_ev=-21.71 gap_ev=8.015
C 1.659 -0.622 0.015
C 0.284 1.382 -0.059
C -1.707 0.427 0.151
C 0.255 -0.985 -0.052
N 2.029 0.572 0.135
N -0.475 0.298 -0.124
H 2.403 -1.317 -0.019
H 0.014 2.403 -0.228
H -2.391 -0.426 0.580
H -2.046 1.466 0.030
H -0.002 -1.333 -1.091
H -0.023 -1.864 0.661

74
Properties=species:S:1:pos:R:3 method="wB97M-V/def2-TZVPD" e_tot_ev=-41780.6084 relative_energy_kcal_mol=136.5 lumo_ev=-3.940 smiles="COc1ccc(N2C=CN(C)[C@@H]2/C(c2ccc3c(c2)CCCN3C)=c2/ccc3c(c2)CCC[N+]=3C)cc1" charge=+1 homo_energy_ev=-8.43 gap_ev=4.489
C 6.982 -2.710 3.139
O 6.203 -1.427 3.007
C 4.853 -1.564 2.893
C 4.119 -0.422 2.476
C 2.774 -0.563 2.109
C 2.128 -1.828 2.212
N 0.752 -2.022 2.024
C 0.044 -3.060 2.617
C -1.262 -2.685 2.558
N -1.370 -1.476 1.935
C -2.680 -0.849 1.797
C -0.148 -1.066 1.483
C -0.439 0.177 0.227
C -0.331 -0.536 -1.013
C -1.327 -0.376 -2.016
C -1.209 -0.938 -3.266
C -0.061 -1.682 -3.598
C 0.890 -1.955 -2.567
C 0.766 -1.370 -1.323
C 1.984 -2.934 -2.830
C 1.690 -3.834 -4.039
C 1.258 -2.988 -5.232
N 0.195 -2.068 -4.884
C -0.392 -1.389 -6.021
C -0.995 1.543 0.271
C -1.236 2.342 -0.903
C -2.082 3.437 -0.905
C -2.578 3.941 0.310
C -2.152 3.307 1.514
C -1.362 2.173 1.476
C -2.533 3.927 2.813
C -3.852 4.707 2.759
C -3.839 5.662 1.577
N -3.459 4.988 0.351
C -3.837 5.711 -0.842
C 2.879 -2.922 2.661
C 4.205 -2.814 3.069
H 8.022 -2.365 3.210
H 6.687 -3.269 4.056
H 6.845 -3.329 2.219
H 4.689 0.525 2.455
H 2.268 0.351 1.775
H 0.541 -3.872 3.172
H -2.134 -3.201 2.909
H -2.755 0.002 1.117
H -3.372 -1.606 1.428
H -3.013 -0.506 2.788
H 0.323 -0.007 1.551
H -2.225 0.217 -1.853
H -1.984 -0.831 -4.026
H 1.544 -1.491 -0.581
H 2.169 -3.570 -1.951
H 2.927 -2.399 -3.018
H 0.879 -4.526 -3.774
H 2.564 -4.437 -4.320
H 0.934 -3.625 -6.072
H 2.118 -2.404 -5.599
H -0.972 -0.532 -5.681
H 0.405 -1.029 -6.681
H -1.042 -2.050 -6.604
H -0.849 2.075 -1.883
H -2.393 3.928 -1.827
H -1.035 1.697 2.393
H -2.591 3.163 3.600
H -1.760 4.648 3.133
H -4.014 5.278 3.683
H -4.692 4.012 2.636
H -3.128 6.482 1.801
H -4.826 6.124 1.423
H -4.185 5.026 -1.615
H -4.661 6.383 -0.587
H -3.015 6.305 -1.259
H 2.422 -3.901 2.707
H 4.728 -3.702 3.436

20
Properties=species:S:1:pos:R:3 method="wB97M-V/def2-TZVPD" spin_multiplicity=2 e_tot_ev=-9381.6243 relative_energy_kcal_mol=16.7 lumo_ev="6.871 / 6.830" charge=-2 homo_energy_ev="4.56 / -0.13" gap_ev="2.308 / 6.959"
N 2.489 -0.986 0.928
C 1.454 -0.039 1.513
O 1.180 0.987 0.722
H 3.009 -0.405 0.278
H 3.143 -1.354 1.612
H 0.576 -0.713 1.708
H 1.810 0.269 2.540
C -0.349 -1.542 -1.335
C -1.305 -0.362 -1.372
N -1.402 0.355 -0.098
C -2.127 1.603 -0.292
H -0.671 -2.312 -2.039
H -0.298 -1.979 -0.336
H 0.670 -1.244 -1.584
H -2.330 -0.637 -1.662
H -0.935 0.298 -2.173
H -0.416 0.592 0.221
H -1.894 2.293 0.520
H -1.831 2.080 -1.243
H -3.214 1.455 -0.344

61
Properties=species:S:1:pos:R:3 method="wB97M-V/def2-TZVPD" e_tot_ev=-31373.0829 relative_energy_kcal_mol=14.4 lumo_ev=0.854 smiles=CC(C)CCc1noc(CN(C)CC2CCN(Cc3ccccc3)CC2)n1 charge=0 homo_energy_ev=-8.54 gap_ev=9.391
C 4.890 -1.871 5.755
C 3.424 -1.482 5.564
C 2.647 -2.651 4.966
C 3.338 -0.226 4.689
C 1.914 0.317 4.523
C 1.137 -0.406 3.489
N 1.585 -0.703 2.301
O 0.553 -1.335 1.677
C -0.463 -1.367 2.548
C -1.743 -2.005 2.154
N -2.772 -1.021 1.860
C -4.004 -1.669 1.473
C -2.355 0.070 0.999
C -1.914 -0.275 -0.441
C -0.773 0.639 -0.890
C -0.364 0.324 -2.325
N -1.494 0.490 -3.219
C -1.096 0.376 -4.611
C -0.228 1.534 -5.022
C 0.932 1.343 -5.757
C 1.709 2.424 -6.139
C 1.335 3.707 -5.782
C 0.180 3.906 -5.043
C -0.598 2.827 -4.668
C -2.554 -0.431 -2.865
C -3.051 -0.134 -1.453
N -0.153 -0.813 3.679
H 4.974 -2.738 6.406
H 5.452 -1.053 6.200
H 5.342 -2.117 4.797
H 2.997 -1.248 6.546
H 2.986 -2.851 3.951
H 1.581 -2.440 4.943
H 2.799 -3.549 5.562
H 3.951 0.552 5.148
H 3.746 -0.440 3.700
H 1.968 1.365 4.218
H 1.362 0.265 5.462
H -2.099 -2.605 2.997
H -1.533 -2.678 1.303
H -4.354 -2.278 2.307
H -4.751 -0.908 1.263
H -3.898 -2.321 0.593
H -1.529 0.572 1.513
H -3.186 0.779 0.965
H -1.548 -1.308 -0.464
H 0.094 0.515 -0.239
H -1.102 1.678 -0.836
H 0.427 1.008 -2.642
H 0.036 -0.707 -2.375
H -2.008 0.389 -5.219
H -0.573 -0.577 -4.814
H 1.232 0.341 -6.035
H 2.610 2.262 -6.712
H 1.943 4.550 -6.077
H -0.114 4.907 -4.761
H -1.496 2.969 -4.087
H -3.375 -0.304 -3.576
H -2.214 -1.484 -2.923
H -3.426 0.892 -1.426
H -3.876 -0.807 -1.216

87
Properties=species:S:1:pos:R:3 method="wB97M-V/def2-TZVPD" spin_multiplicity=6 e_tot_ev=-88511.3083 relative_energy_kcal_mol=37.5 lumo_ev="-2.466 / -4.732" charge=+1 homo_energy_ev="-9.67 / -10.91" gap_ev="7.200 / 6.177"
Ir -0.151 0.897 2.093
C 3.332 3.415 -4.582
C 2.942 3.305 -3.139
C 2.831 4.438 -2.343
C 2.513 4.337 -1.000
C 2.285 3.086 -0.444
C 2.387 1.941 -1.217
C 2.720 2.061 -2.555
S 1.860 2.982 1.256
O 2.282 1.675 1.766
O 2.303 4.178 1.892
N 0.237 2.761 1.316
C -0.678 3.822 1.154
C -0.362 5.120 0.837
C -1.385 6.078 0.663
C -2.702 5.749 0.804
C -3.061 4.422 1.142
C -4.398 3.997 1.314
C -4.655 2.698 1.646
C -3.575 1.813 1.818
N -2.324 2.174 1.663
C -2.049 3.460 1.321
H 3.043 4.378 -4.997
H 2.868 2.630 -5.178
H 4.413 3.319 -4.692
H 3.014 5.413 -2.775
H 2.477 5.222 -0.385
H 2.199 0.979 -0.764
H 2.819 1.174 -3.166
H 0.662 5.436 0.749
H -1.102 7.092 0.418
H -3.478 6.487 0.668
H -5.201 4.711 1.183
H -5.661 2.333 1.789
H -3.775 0.784 2.090
S 1.626 -0.429 3.474
C 1.603 -1.420 1.916
N 2.839 -1.794 1.351
C 3.567 -2.831 1.851
C 3.066 -3.598 2.867
C 1.811 -3.289 3.402
N 1.074 -2.245 2.941
H 3.249 -1.166 0.678
H 4.521 -3.010 1.381
H 3.623 -4.448 3.225
H 1.374 -3.827 4.228
B -3.954 -1.422 3.442
C -2.554 -0.741 3.304
N -1.527 -0.215 3.155
H -4.683 -0.590 3.928
H -4.280 -1.710 2.315
H -3.802 -2.382 4.154
N 0.652 -0.871 0.996
P 0.059 -1.864 -0.178
C -1.071 -3.166 0.322
C -1.589 -3.964 -0.707
C -2.468 -4.987 -0.413
C -2.841 -5.223 0.907
C -2.338 -4.433 1.923
C -1.455 -3.401 1.636
C -0.776 -0.878 -1.426
C -0.606 -1.185 -2.777
C -1.308 -0.482 -3.742
C -2.183 0.529 -3.372
C -2.370 0.821 -2.029
C -1.679 0.111 -1.063
C 1.424 -2.726 -0.981
C 2.268 -2.009 -1.826
C 3.386 -2.612 -2.368
C 3.669 -3.942 -2.071
C 2.827 -4.662 -1.242
C 1.700 -4.057 -0.699
H -1.310 -3.790 -1.739
H -2.868 -5.597 -1.210
H -3.537 -6.018 1.135
H -2.650 -4.595 2.944
H -1.069 -2.786 2.433
H 0.080 -1.960 -3.088
H -1.168 -0.724 -4.787
H -2.726 1.078 -4.127
H -3.064 1.594 -1.728
H -1.874 0.326 -0.021
H 2.030 -0.989 -2.075
H 4.035 -2.060 -3.034
H 4.541 -4.416 -2.500
H 3.042 -5.695 -1.014
H 1.052 -4.621 -0.040

47
Properties=species:S:1:pos:R:3 method="wB97M-V/def2-TZVPD" e_tot_ev=-53740.4398 relative_energy_kcal_mol=51.0 lumo_ev=3.914 charge=-2 homo_energy_ev=-3.08 gap_ev=6.991
Cs 1.155 -0.325 -0.786
O -1.167 1.784 -1.016
C -0.921 2.753 -0.025
C -0.415 2.099 1.261
N 0.896 1.501 1.114
C 1.925 2.483 0.838
C 2.030 2.928 -0.628
O 2.339 4.104 -0.848
O 1.842 2.055 -1.526
C 1.250 0.678 2.265
C 2.465 -0.252 1.908
O 3.572 0.088 2.342
O 2.196 -1.244 1.200
H -0.885 2.149 -1.865
H -1.860 3.285 0.210
H -0.199 3.496 -0.370
H -1.117 1.308 1.539
H -0.421 2.878 2.053
H 2.895 2.044 1.080
H 1.816 3.390 1.459
H 0.398 0.050 2.536
H 1.524 1.298 3.139
N 2.098 3.276 -3.837
C 1.165 3.319 -4.767
N 1.539 3.674 -6.049
S -0.447 3.045 -4.480
H 3.060 3.459 -4.076
H 1.922 2.878 -2.861
H 2.492 3.481 -6.323
H 0.839 3.482 -6.751
F -2.935 -6.657 2.473
C -2.750 -5.315 2.308
C -1.683 -4.877 1.582
N -1.386 -3.564 1.450
C -0.363 -3.206 0.518
C -0.772 -3.740 -0.952
O -1.653 -4.600 -0.946
O -0.117 -3.254 -1.871
C -2.216 -2.597 1.976
O -2.043 -1.404 1.856
N -3.266 -3.091 2.723
C -3.667 -4.411 2.935
O -4.658 -4.645 3.610
H -0.993 -5.588 1.156
H 0.577 -3.695 0.773
H -0.210 -2.131 0.508
H -3.849 -2.390 3.164